This record from the OMol25 dataset describes a single C4H4O2 molecule. The level of theory is ωB97M-V with the def2-TZVPD basis set.

Each line ends with the Löwdin charge.
Positions of all 10 atoms, in Å:
O -1.906 -0.190 1.240  0.11
C -0.918 -0.229 0.551  -0.35
C 0.579 -0.306 0.862  0.00
C 0.745 0.355 -0.572  -0.19
O 0.283 -0.624 -1.482  0.01
C -0.697 0.226 -0.866  -0.13
H 1.057 -1.289 0.893  0.12
H 0.791 0.197 1.821  0.13
H 1.453 1.099 -0.938  0.15
H -1.388 0.760 -1.503  0.15

Computed properties:
SMILES string ... O=C1C[C@H]2O[C@@H]12
Electronic energy ... -8305.153 eV
Multiplicity ... 1
E_HOMO ... -9.744 eV
Charge ... 0
Gap between HOMO and LUMO ... 10.70 eV


This record from the OMol25 dataset describes a single C26H38O6 molecule. The level of theory is ωB97M-V with the def2-TZVPD basis set.

Each line ends with the Löwdin charge.
Positions of all 70 atoms, in Å:
C -4.479 -4.378 -1.178  -0.10
C -3.318 -3.807 -0.374  -0.25
C -3.755 -3.152 0.936  -0.19
C -4.702 -1.963 0.735  -0.08
C -4.081 -0.903 -0.143  -0.50
O -4.501 -0.560 -1.216  0.14
O -2.998 -0.378 0.445  0.05
C -2.222 0.590 -0.267  -0.30
C -2.971 1.906 -0.414  -0.29
O -2.601 2.775 -1.168  0.13
C -4.209 2.128 0.430  -0.18
O -4.559 3.479 0.456  -0.03
C -1.749 0.107 -1.652  -0.07
C -0.314 0.621 -1.828  -0.10
C 0.032 1.407 -0.550  -0.20
C 1.516 1.404 -0.154  -0.22
C 2.352 1.914 -1.326  -0.13
C 3.833 1.938 -0.964  -0.12
C 4.290 0.577 -0.548  -0.16
C 5.356 0.007 -1.122  0.05
C 5.963 -1.249 -0.690  -0.41
O 6.864 -1.790 -1.295  0.08
C 5.413 -1.783 0.613  -0.10
C 3.910 -1.552 0.697  -0.13
C 3.523 -0.065 0.586  -0.38
C 3.941 0.678 1.867  -0.01
C 1.995 0.018 0.291  -0.15
C 1.112 -0.488 1.447  -0.30
O 1.305 0.297 2.604  -0.03
C -0.363 -0.522 1.018  -0.04
C -0.896 0.833 0.529  -0.34
C -1.106 1.791 1.699  0.01
H -4.104 -4.947 -2.025  0.07
H -5.082 -5.040 -0.561  0.08
H -5.112 -3.582 -1.562  0.07
H -2.786 -3.075 -0.987  0.09
H -2.615 -4.610 -0.136  0.11
H -4.260 -3.893 1.559  0.12
H -2.869 -2.806 1.473  0.10
H -4.923 -1.515 1.706  0.13
H -5.634 -2.285 0.273  0.12
H -5.020 1.532 -0.022  0.14
H -4.056 1.779 1.455  0.13
H -4.140 3.891 -0.318  0.09
H -2.414 0.479 -2.429  0.12
H -1.790 -0.983 -1.680  0.12
H 0.366 -0.216 -1.973  0.11
H -0.243 1.267 -2.701  0.12
H -0.256 2.450 -0.715  0.15
H 1.634 2.091 0.688  0.15
H 2.215 1.263 -2.190  0.12
H 2.021 2.916 -1.604  0.13
H 4.424 2.291 -1.810  0.12
H 3.988 2.631 -0.133  0.13
H 5.859 0.500 -1.943  0.12
H 5.649 -2.845 0.698  0.12
H 5.926 -1.263 1.426  0.13
H 3.542 -1.958 1.640  0.12
H 3.435 -2.107 -0.117  0.13
H 3.449 1.642 1.936  0.08
H 3.673 0.105 2.748  0.09
H 5.017 0.840 1.868  0.09
H 1.822 -0.675 -0.541  0.15
H 1.399 -1.529 1.674  0.15
H 0.701 -0.015 3.286  0.11
H -0.462 -1.265 0.228  0.13
H -0.970 -0.860 1.863  0.13
H -0.167 1.947 2.222  0.08
H -1.831 1.381 2.400  0.10
H -1.466 2.757 1.352  0.10

Computed properties:
SMILES string ... CCCCC(=O)O[C@]1(C(=O)CO)CC[C@@H]2[C@@H]3CCC4=CC(=O)CC[C@]4(C)[C@H]3[C@@H](O)C[C@@]21C
Electronic energy ... -39865.110 eV
Multiplicity ... 1
E_HOMO ... -9.309 eV
Charge ... 0
Gap between HOMO and LUMO ... 9.61 eV


This record from the OMol25 dataset describes 2 unconnected molecules or ions with the total composition H2. The level of theory is ωB97M-V with the def2-TZVPD basis set.

Each line ends with the Löwdin charge.
Positions of all 2 atoms, in Å:
H 0.000 0.000 0.833  0.00
H 0.000 0.000 -0.833  0.00

Computed properties:
Electronic energy ... -27.733 eV
Multiplicity ... 1
E_HOMO ... -11.056 eV
Charge ... 0
Gap between HOMO and LUMO ... 9.90 eV


This record from the OMol25 dataset describes 2 unconnected molecules or ions with the total composition CH6OP2. The level of theory is ωB97M-V with the def2-TZVPD basis set.

Each line ends with the Löwdin charge.
Positions of all 10 atoms, in Å:
C 2.161 -0.384 -0.233  0.05
O -1.573 -1.677 -0.464  -0.54
P -2.149 1.250 -0.033  0.54
P -1.057 -0.596 0.385  0.42
H 2.226 -1.429 -0.463  -0.02
H 2.055 0.328 -1.022  -0.03
H 2.454 -0.042 0.743  -0.03
H -1.524 1.379 -1.276  -0.16
H -1.227 2.059 0.612  -0.18
H -1.367 -0.888 1.751  -0.06

Computed properties:
Electronic energy ... -21755.920 eV
Multiplicity ... 1
E_HOMO (spin up / spin down) ... -9.034 / -8.391 eV
Charge ... 0
Gap between HOMO and LUMO (spin up / spin down) ... 7.70 / 8.26 eV


Computed values of ΔE to the lowest compared entry with this formula, charge and spin (unit: kJ/mol) for the preceding records, in sequence: 185.6; 0.0; 372.0; 322.6.